(1)
A structure of composition C24H20ClF3InO3PS at a distorted geometry, computed with ωB97M-V with the def2-TZVPD basis set.

The HOMO-LUMO gap comes out at 6.326 eV. As for the spin multiplicity: 1. For the HOMO energy, the calculation gives -7.50 eV. As for the total charge: 0.

Element x y z (Å)
C -0.9885 -1.7586 3.2565
C -0.8836 -2.5363 2.0999
C 0.5054 -2.8136 1.8648
H -1.7017 -2.8810 1.4866
C 1.2567 -2.2298 2.8824
C 0.3494 -1.5183 3.7807
H 0.5495 -1.3568 4.8480
H -1.8905 -1.3846 3.7146
H 0.8964 -3.3871 1.0364
H 2.3399 -2.2347 3.0036
In 1.0149 0.6791 3.0951
Cl 3.0686 1.2161 2.1122
P 0.1717 0.0887 -0.9210
C 1.4159 -1.0147 -1.6062
C 1.1287 -1.8054 -2.7308
H 0.1281 -1.8019 -3.1623
C 2.1263 -2.6149 -3.2693
H 1.8994 -3.2227 -4.1392
C 3.3962 -2.6619 -2.7034
H 4.1710 -3.2940 -3.1363
C 3.6695 -1.9011 -1.5640
H 4.6538 -1.9474 -1.1082
C 2.6935 -1.0901 -0.9982
H 2.8960 -0.5172 -0.0880
C -1.4671 -0.4256 -1.4300
C -1.8661 -1.7756 -1.2869
H -1.1798 -2.5007 -0.8389
C -3.1462 -2.1617 -1.6749
H -3.4422 -3.1995 -1.5554
C -4.0539 -1.2319 -2.1823
H -5.0485 -1.5453 -2.4927
C -3.6823 0.1086 -2.2535
H -4.3983 0.8504 -2.5934
C -2.4140 0.5258 -1.8609
H -2.1516 1.5857 -1.8531
C 0.5042 1.7766 -1.4863
C 1.1010 1.9637 -2.7414
H 1.4047 1.0997 -3.3301
C 1.3224 3.2563 -3.2073
H 1.7786 3.3972 -4.1816
C 0.9857 4.3684 -2.4356
H 1.1748 5.3773 -2.8063
C 0.4154 4.1793 -1.1736
H 0.1590 5.0394 -0.5605
C 0.1785 2.8984 -0.6868
H -0.2406 2.7579 0.3122
F -0.7863 3.0485 5.8484
C -0.6107 2.0042 5.0534
F 0.7615 2.1438 4.7123
F -0.6653 0.8470 5.7593
S -1.7551 1.9148 3.5705
O -2.6044 0.7677 3.7362
O -2.3721 3.2142 3.4764
O -0.7678 1.7034 2.4086


(2)
A structure of composition C24H20F3FeNO9S, computed with ωB97M-V with the def2-TZVPD basis set.

The HOMO-LUMO gap (alpha / beta) comes out at 5.714 / 5.710 eV. As for the spin multiplicity: 1. For the HOMO energy (alpha / beta), the calculation gives -1.67 / -1.67 eV. For the relative energy (zero: lowest compared OMol25 entry of this formula, charge and spin), the calculation gives 0.000 eV. As for the total charge: -2.

Element x y z (Å)
Fe -0.1100 -0.2575 0.4671
O -0.2749 1.7142 6.1417
C -0.2627 1.2466 4.8478
C -1.4100 1.2684 4.0646
C -1.3163 0.8065 2.7672
N -0.1680 0.3436 2.2864
C 0.9379 0.3209 3.0226
C 0.9340 0.7733 4.3312
C 2.1655 -0.1860 2.2509
O 3.2501 -0.1772 2.8488
O 1.9015 -0.5285 1.0666
C -2.4382 0.8619 1.7336
O -3.5299 1.3243 2.0741
O -2.0735 0.4604 0.5830
H -1.1725 2.0013 6.3363
H -2.3598 1.6520 4.4195
H 1.8481 0.7564 4.9076
C -2.8948 -0.7212 -2.5751
C -1.7196 0.2079 -2.8759
C -1.7914 0.7277 -4.3024
O -1.7999 1.3689 -2.0489
C -0.4080 -0.6155 -2.6531
O 0.0533 -1.1756 -3.6613
O 0.0637 -0.6968 -1.4863
H -3.8378 -0.1920 -2.7450
H -2.8537 -1.0515 -1.5370
H -2.8493 -1.6010 -3.2205
H -2.7276 1.2778 -4.4395
H -1.7299 -0.0968 -5.0090
H -0.9536 1.4009 -4.4979
H -1.8869 1.0707 -1.1265
O 0.5124 1.6780 -0.1946
S 1.2465 2.7961 0.4439
C 0.0845 3.6223 1.5371
C 0.5388 4.1094 2.7508
C -0.3680 4.7092 3.6170
C -1.7080 4.7852 3.2667
C -2.1551 4.2611 2.0580
C -1.2553 3.6813 1.1802
C 1.2304 4.0504 -0.8448
C 0.4953 3.7830 -1.9883
C 0.4809 4.7391 -2.9973
C 1.1912 5.9232 -2.8588
C 1.9304 6.1671 -1.7062
C 1.9551 5.2228 -0.6918
H 1.5799 3.9897 3.0272
H -0.0308 5.0815 4.5766
H -2.4197 5.2267 3.9545
H -3.2088 4.2614 1.8155
H -1.5875 3.2286 0.2521
H -0.0550 2.8472 -2.0723
H -0.0914 4.5473 -3.8963
H 1.1761 6.6591 -3.6539
H 2.4907 7.0883 -1.6020
H 2.5296 5.3947 0.2116
F -1.2776 -2.2106 2.2257
C -0.7125 -2.0632 0.9414
F 0.2387 -3.0597 0.9299
F -1.7164 -2.5804 0.1332


(3)
A structure of composition C24H20IrN4OS2 at a distorted geometry, computed with ωB97M-V with the def2-TZVPD basis set.

The HOMO-LUMO gap (alpha / beta) comes out at 6.412 / 5.855 eV. As for the spin multiplicity: 2. For the HOMO energy (alpha / beta), the calculation gives -14.26 / -14.28 eV. For the relative energy (zero: lowest compared OMol25 entry of this formula, charge and spin), the calculation gives 0.777 eV. As for the total charge: +2. As for the expectation value of S²: 0.76.

Element x y z (Å)
Ir -1.3095 -0.3105 -0.0552
O -1.5415 0.2689 2.0250
N -2.5990 1.0121 2.3207
C -2.7084 1.5040 3.5749
C -3.7766 2.2944 3.9088
C -4.7556 2.5733 2.9558
C -4.6346 2.0389 1.6932
C -3.5285 1.2529 1.3826
S -3.3127 0.5365 -0.1873
H -1.9144 1.2190 4.2477
H -3.8415 2.6877 4.9130
H -5.6025 3.1977 3.2045
H -5.3807 2.2101 0.9294
C -2.2716 -2.3111 -3.7487
C -1.1813 -1.9661 -4.5397
C -0.1822 -1.1584 -4.0204
C -0.2835 -0.7037 -2.7073
C -1.3692 -1.0423 -1.9143
C -2.3707 -1.8517 -2.4396
C 0.7084 0.1352 -2.0340
C 1.8897 0.5633 -2.6659
C 2.7815 1.3279 -1.9873
C 2.5289 1.6981 -0.6518
C 3.4537 2.4890 0.0774
C 3.1872 2.8657 1.3536
C 1.9650 2.4783 1.9423
C 1.0554 1.7133 1.2645
C 1.3250 1.2820 -0.0437
N 0.4307 0.4742 -0.7654
H -3.0537 -2.9387 -4.1557
H -1.1148 -2.3191 -5.5594
H 0.6572 -0.8833 -4.6462
H -3.2290 -2.1291 -1.8398
H 2.0730 0.2823 -3.6918
H 3.6880 1.6722 -2.4719
H 4.3712 2.7975 -0.4086
H 3.8950 3.4694 1.9050
H 1.7353 2.7997 2.9503
H 0.1244 1.4374 1.7289
C 1.8580 -1.8708 2.4332
N 1.8939 -2.2241 1.0075
C 3.0280 -2.3640 0.2414
C 2.6327 -2.7549 -0.9972
N 1.2658 -2.8386 -0.9542
C 0.8156 -2.4979 0.2611
S -0.8388 -2.4397 0.7717
H 2.8731 -1.6570 2.7530
H 1.4595 -2.7048 3.0046
H 1.2284 -0.9983 2.5777
H 4.0130 -2.1952 0.6403
H 3.2052 -2.9843 -1.8784
H 0.6571 -3.1376 -1.7042


(4)
A structure of composition C24H21BBrF4N4ReSi, computed with ωB97M-V with the def2-TZVPD basis set.

The HOMO-LUMO gap (alpha / beta) comes out at 6.531 / 6.859 eV. As for the spin multiplicity: 2. For the HOMO energy (alpha / beta), the calculation gives -11.49 / -11.39 eV. For the relative energy (zero: lowest compared OMol25 entry of this formula, charge and spin), the calculation gives 0.000 eV. As for the total charge: +1. As for the expectation value of S²: 0.77.

Element x y z (Å)
Re 1.5417 -1.0724 0.9832
N -0.4476 1.3180 3.7355
C -1.4780 0.3965 3.6994
C -1.1008 -0.5753 2.8371
N 0.1456 -0.2486 2.3256
C 0.4969 0.9020 2.8881
C 1.7360 1.4682 2.4249
N 2.3629 0.7731 1.4859
C 3.5286 1.4601 1.1909
C 3.5736 2.5765 1.9581
N 2.4368 2.5677 2.7426
H -0.4494 2.1744 4.2631
H -2.3641 0.5211 4.2947
H -1.6054 -1.4821 2.5601
H 4.2172 1.1095 0.4442
H 4.2972 3.3691 2.0165
H 2.1900 3.2591 3.4305
F 1.8273 -2.2398 2.8023
B 1.0219 -3.4215 2.4498
F 0.6733 -2.9405 1.0367
F -0.1251 -3.4528 3.1557
F 1.7586 -4.5269 2.3741
C 2.1918 1.8516 -4.2709
C 1.2660 2.5283 -3.4970
C 0.6223 1.8712 -2.4521
C 0.8966 0.5315 -2.1521
C 1.8300 -0.1283 -2.9611
C 2.4700 0.5154 -4.0057
Si -0.0770 -0.3523 -0.8253
C -1.3384 0.8242 -0.1055
C -0.9332 2.0432 0.4592
C -1.8400 2.9246 1.0257
C -3.1944 2.6010 1.0463
C -3.6247 1.4154 0.4762
C -2.7055 0.5405 -0.0995
C -0.9273 -1.8555 -1.4730
C -1.6561 -2.6936 -0.6182
C -2.3253 -3.8086 -1.0933
C -2.2782 -4.1128 -2.4485
C -1.5717 -3.2991 -3.3175
C -0.9048 -2.1789 -2.8331
H 2.6891 2.3586 -5.0877
H 1.0314 3.5635 -3.7075
H -0.1187 2.4185 -1.8882
H 2.0585 -1.1728 -2.7862
H 3.1838 -0.0215 -4.6167
H 0.1156 2.3278 0.4245
H -1.5041 3.8737 1.4276
H -3.9091 3.2862 1.4843
H -4.6792 1.1721 0.4679
H -3.0690 -0.3711 -0.5568
H -1.7044 -2.4816 0.4450
H -2.8786 -4.4417 -0.4123
H -2.7973 -4.9851 -2.8241
H -1.5408 -3.5309 -4.3738
H -0.3791 -1.5462 -3.5359
Br 3.3647 -1.6031 -0.4139


Electronic energy (computed, eV): -77326.7435 -98509.2273 -57715.8409 -122787.6387